(1)
Entry from the Open Molecules 2025 dataset: 2 unconnected molecules or ions with the total composition C10H28N2O2P at a distorted geometry (the ωB97M-V functional and the def2-TZVPD basis).

**HOMO**: -2.91 eV
**DFT total energy**: -27183.12681 eV
**Energy relative to the best compared isomer or geometry (same formula, charge and spin)**: 2.809 eV
**Charge**: -1
**Gap between HOMO and LUMO**: 5.51 eV

The geometry in XYZ format:
```
43
Properties=species:S:1:pos:R:3:forces:R:3:mulliken_charge:R:1
C 1.017 -1.541 -0.232 0.63 -0.93 1.42 -0.9527
P 0.641 -0.882 -2.022 1.39 -0.89 0.68 -0.2749
N 0.292 0.766 -1.432 0.61 2.49 1.24 -0.6081
C -1.150 -1.499 -1.774 -2.37 -0.84 -0.61 -0.7238
C -2.317 -0.386 -2.068 -1.09 -0.94 -0.20 -0.4042
C -2.862 0.404 -0.739 0.42 1.23 -0.47 -0.5060
C -4.373 -0.006 -0.254 0.08 0.45 -0.02 -0.5211
C -4.602 -1.605 0.033 0.02 0.83 0.91 -0.1915
N -5.722 -2.172 -0.813 0.42 0.12 -0.46 -0.6824
H 2.155 -1.375 0.070 -2.54 -0.33 -0.48 0.0707
H 0.778 -2.710 -0.217 0.54 2.38 0.10 0.1976
H 0.273 -1.024 0.510 1.46 -0.91 -0.88 0.2417
H 0.401 -0.405 -3.363 -0.55 0.10 -0.48 0.1563
H 2.034 -0.463 -2.176 0.41 -0.13 -0.18 0.0774
H 1.049 -2.181 -2.554 -0.20 -0.23 -0.15 0.0683
H 0.760 1.478 -2.066 -0.71 -1.35 0.99 0.3144
H 0.718 0.927 -0.471 -0.55 -0.34 -1.65 0.0756
H -1.263 -1.995 -0.699 -0.15 1.18 -2.23 0.1055
H -1.329 -2.382 -2.557 0.41 1.72 1.54 0.2522
H -3.253 -0.990 -2.498 1.66 1.26 0.79 0.2238
H -2.018 0.361 -2.949 -0.35 -1.59 2.14 0.3439
H -2.039 0.332 0.116 -1.92 -0.02 -1.71 0.1452
H -2.899 1.560 -1.033 0.06 -2.36 0.81 0.2310
H -4.669 0.631 0.711 0.74 -1.38 -1.93 0.2646
H -5.163 0.325 -1.082 1.77 -0.72 1.57 0.2631
H -4.923 -1.691 1.180 0.66 -0.01 -2.44 0.2308
H -3.601 -2.215 -0.088 -2.14 1.25 -0.02 0.1510
H -5.391 -2.556 -1.725 -0.09 0.64 1.18 0.2711
H -6.449 -1.459 -1.052 1.17 -0.71 0.48 0.2479
O 4.230 -0.758 0.787 -0.31 1.96 1.49 -0.5320
C 4.098 0.191 1.554 0.16 -1.38 -1.42 0.7835
O 2.991 0.965 1.502 -0.22 -0.27 0.00 -0.2940
C 2.651 1.971 2.473 0.12 0.00 -0.17 -0.4212
C 3.327 3.288 2.146 0.21 0.09 -0.12 -0.9913
C 5.201 0.567 2.501 0.18 -0.27 0.68 -1.1631
H 2.865 1.627 3.489 0.11 0.00 -0.11 0.3454
H 1.565 2.103 2.415 0.20 -0.27 -0.19 0.3439
H 4.416 3.200 2.177 -0.08 0.01 0.10 0.2659
H 3.022 4.064 2.853 0.00 -0.06 -0.05 0.3700
H 3.066 3.611 1.133 -0.08 -0.09 0.17 0.3033
H 5.932 1.184 1.973 -0.09 -0.06 0.06 0.2632
H 5.685 -0.350 2.849 -0.01 0.17 -0.32 0.3081
H 4.857 1.086 3.394 0.02 0.21 -0.09 0.3505
```
Positions in Å, forces in eV/Å.

(2)
Entry from the Open Molecules 2025 dataset: a molecular structure, C10H28NNaO8S at a distorted geometry (the ωB97M-V functional and the def2-TZVPD basis).

**HOMO (alpha / beta)**: -3.57 / -2.50 eV
**DFT total energy**: -43943.49991 eV
**Charge**: -1
**Multiplicity**: 2
**Gap between HOMO and LUMO (alpha / beta)**: 5.37 / 3.53 eV

The geometry in XYZ format:
```
49
Properties=species:S:1:pos:R:3:forces:R:3:lowdin_spin:R:1
Na -0.264 0.929 0.528 -0.33 0.81 0.47 -0.0039
C 0.743 2.355 -2.583 0.33 0.30 -0.80 -0.0022
C 0.389 3.535 -1.746 -1.37 0.34 1.65 0.0517
O -0.379 3.270 -0.576 1.18 -0.34 -0.99 0.6481
H 1.674 1.883 -2.267 -0.48 -0.72 0.40 0.0001
H 1.009 2.723 -3.574 -0.07 0.11 -0.31 -0.0005
H -0.172 1.778 -2.715 0.41 -0.71 0.20 -0.0005
H -0.248 4.195 -2.334 -0.11 0.42 -0.22 0.0212
H 1.272 4.115 -1.480 0.18 0.25 0.23 0.0204
S -1.337 2.132 3.245 -1.73 4.19 1.59 -0.0054
O -2.391 3.144 3.082 -1.97 -0.38 -0.22 0.0980
O -1.244 1.772 4.648 0.49 -1.27 0.52 0.0500
O -1.552 1.003 2.357 -0.37 -2.98 -1.75 -0.0046
O -0.186 2.896 2.801 3.51 -0.17 -1.10 0.1282
C 1.938 -1.331 -1.788 -0.31 -0.31 0.25 0.0000
C 0.613 -1.725 -0.973 2.25 -2.14 -2.46 0.0000
C 0.438 -3.286 -1.127 -0.33 1.27 -0.06 0.0000
O 0.330 -3.529 -2.503 0.62 -0.13 -0.14 0.0000
C 0.507 -4.852 -2.940 -1.20 0.50 -1.70 0.0000
N 0.808 -1.343 0.376 -0.18 0.29 1.72 -0.0001
H 2.793 -1.961 -1.542 -0.15 -0.49 0.53 0.0000
H 2.339 -0.338 -1.588 -0.61 0.26 0.13 0.0000
H 1.882 -1.462 -2.869 -0.60 0.16 0.06 0.0000
H -0.245 -1.313 -1.505 -0.13 0.51 0.54 0.0000
H -0.489 -3.593 -0.643 -0.28 -0.03 0.27 0.0000
H 1.240 -3.838 -0.637 0.46 0.03 -0.11 0.0000
H 1.503 -5.141 -3.275 0.62 -0.11 1.33 0.0000
H 0.069 -4.832 -3.938 -0.61 -0.12 -0.12 0.0000
H -0.106 -5.552 -2.373 0.58 -0.32 0.30 0.0000
H 1.621 -1.804 0.758 1.10 0.45 -0.50 0.0000
H 0.188 -1.804 1.027 -1.38 0.30 -0.10 0.0000
C 2.120 0.538 3.161 -1.57 -0.78 0.83 0.0000
C 3.037 1.295 4.062 1.57 -0.52 -0.68 0.0000
O 2.757 2.665 4.151 0.40 0.15 0.48 0.0005
H 2.283 -0.538 3.226 0.29 -0.26 0.35 0.0000
H 2.163 0.720 2.087 0.02 0.77 0.16 0.0000
H 1.149 0.727 3.618 -0.56 -0.07 -0.88 -0.0001
H 4.019 1.012 3.683 0.93 0.89 -0.11 0.0000
H 3.108 0.886 5.070 -0.79 0.06 0.14 0.0000
H 3.136 3.171 3.429 -0.18 -0.27 -0.20 0.0000
C -4.883 0.475 -0.901 -0.43 0.31 -1.16 0.0000
C -3.632 -0.323 -0.831 0.60 0.14 0.05 0.0000
O -2.615 0.527 -0.321 0.57 -0.78 -0.39 -0.0005
H -5.661 -0.097 -1.406 -0.52 -0.26 0.73 0.0000
H -4.769 1.306 -1.597 0.35 0.34 0.28 0.0000
H -5.079 0.859 0.100 -0.61 -0.09 -0.18 0.0000
H -3.282 -0.698 -1.792 -0.08 0.11 -0.17 0.0000
H -3.812 -1.195 -0.203 0.25 -0.18 0.26 0.0000
H -2.784 0.643 0.617 0.25 0.48 0.89 -0.0001
```
Positions in Å, forces in eV/Å.

(3)
Entry from the Open Molecules 2025 dataset: a molecular structure, C10H28O16S3 at a distorted geometry (the ωB97M-V functional and the def2-TZVPD basis).

**HOMO**: -10.19 eV
**DFT total energy**: -76084.88646 eV
**Charge**: 0
**Gap between HOMO and LUMO**: 10.30 eV

The geometry in XYZ format:
```
57
Properties=species:S:1:pos:R:3:forces:R:3:mulliken_charge:R:1
C -3.353 -0.395 -3.664 -2.01 0.57 -1.36 -0.4448
O -3.186 0.914 -4.218 -0.57 1.19 -0.38 -0.6400
H -3.164 -1.041 -4.500 0.27 -1.08 -0.02 0.2804
H -2.657 -0.506 -2.868 0.27 -0.20 0.62 0.1269
H -4.415 -0.524 -3.363 0.91 -0.12 0.28 0.3123
H -3.942 1.188 -4.786 0.94 -0.55 0.79 0.3183
C 2.836 3.946 0.355 -0.13 1.52 0.74 -0.8148
O 2.309 2.680 0.678 -0.04 0.10 -0.89 -0.2432
H 3.664 3.940 -0.341 0.05 -0.34 -0.61 0.3055
H 2.091 4.721 0.046 0.16 -0.90 -0.20 0.2679
H 3.273 4.426 1.239 -0.09 -0.51 0.29 0.2861
H 1.815 2.377 -0.121 0.08 0.25 0.96 0.2352
C 0.018 0.153 -3.879 0.88 -0.72 0.20 -0.8561
O -0.696 1.172 -3.243 0.35 -0.13 0.58 -0.4268
H 1.040 0.457 -3.895 0.86 0.55 -0.74 0.3370
H 0.148 -0.802 -3.374 -0.86 -0.21 0.91 0.2694
H -0.358 -0.135 -4.846 -0.14 0.44 -0.65 0.3754
H -1.573 1.195 -3.619 -0.81 0.36 -0.23 0.3271
C -1.208 3.082 -0.421 0.75 0.55 -0.31 -0.7252
O 0.026 2.504 -0.812 0.24 -0.54 -1.38 -0.2633
H -1.607 3.782 -1.180 0.38 0.08 0.53 0.2961
H -1.943 2.337 -0.294 -1.04 -1.08 0.22 0.1835
H -1.021 3.527 0.560 -0.20 0.38 -0.30 0.2924
H -0.066 2.096 -1.716 -0.24 0.38 1.00 0.2967
C 2.672 -4.149 -0.841 -0.62 0.60 -0.90 -0.3115
C 3.205 -3.903 0.515 1.59 0.47 1.53 -0.3888
O 3.503 -2.438 0.534 -0.21 -1.59 -0.39 -0.3288
S 2.231 -1.776 -0.129 -0.18 1.27 0.40 1.1886
O 2.621 -0.533 -0.709 0.09 -1.02 -0.56 -0.5931
O 1.170 -1.714 0.812 -0.55 -0.32 0.38 -0.4607
O 1.876 -2.961 -1.147 0.52 0.12 -0.23 -0.3251
H 2.026 -5.014 -0.895 -0.21 -0.13 -0.05 0.3183
H 3.482 -4.233 -1.578 -0.31 0.14 0.16 0.3037
H 4.142 -4.453 0.612 0.13 0.41 0.20 0.3295
H 2.610 -4.134 1.406 -0.36 0.11 -0.57 0.2555
C -1.863 -0.656 1.361 -2.19 2.17 -0.71 0.4285
C -1.945 -2.108 1.072 0.11 -2.00 0.76 -0.0682
O -3.336 -2.492 1.236 -0.89 1.55 -0.83 -0.4348
S -4.151 -1.332 0.395 1.74 -0.24 0.98 1.0437
O -5.485 -1.203 0.843 0.01 -0.01 0.30 -0.5873
O -3.865 -1.570 -0.972 -0.24 -0.23 -0.95 -0.5277
O -3.236 -0.107 0.855 0.27 -1.13 0.30 -0.3817
H -1.171 -0.090 0.757 0.50 -0.17 0.03 -0.0589
H -1.912 -0.291 2.377 0.46 -0.59 0.23 0.0150
H -1.478 -2.745 1.839 0.42 0.53 -0.46 0.2097
H -1.603 -2.368 0.058 -0.11 0.13 0.41 0.3387
C 0.930 1.925 3.296 0.28 -0.42 -0.85 0.0951
C 2.043 0.922 2.989 0.65 0.35 -1.29 0.2286
O 1.930 -0.098 4.001 1.06 0.00 -0.67 -0.3365
S 0.479 -0.242 4.551 -0.16 0.20 -0.39 1.0252
O 0.599 -0.246 5.951 -0.23 -0.01 1.08 -0.5845
O -0.294 -1.246 3.909 0.14 -0.53 -0.16 -0.4909
O -0.057 1.119 3.987 -0.44 1.49 -0.29 -0.3527
H 0.574 2.318 2.333 -0.46 -0.35 0.48 -0.0538
H 1.274 2.794 3.861 -0.23 -0.41 0.53 0.2909
H 3.013 1.451 3.032 -0.34 -0.72 0.34 0.3693
H 1.984 0.479 1.957 -0.26 0.30 1.16 -0.2513
```
Positions in Å, forces in eV/Å.